{
  "formula": "C66H174N14O19",
  "method": "ωB97M-V with the def2-TZVPD basis set",
  "elements": ["C", "O", "C", "C", "N", "C", "C", "O", "C", "H", "H", "H", "H", "H", "H", "H", "H", "H", "H", "H", "H", "H", "H", "H", "C", "O", "C", "C", "N", "C", "C", "O", "C", "H", "H", "H", "H", "H", "H", "H", "H", "H", "H", "H", "H", "H", "H", "H", "C", "O", "C", "C", "N", "C", "C", "O", "C", "H", "H", "H", "H", "H", "H", "H", "H", "H", "H", "H", "H", "H", "H", "H", "C", "O", "C", "C", "N", "C", "C", "O", "C", "H", "H", "H", "H", "H", "H", "H", "H", "H", "H", "H", "H", "H", "H", "H", "C", "O", "C", "C", "N", "C", "C", "O", "C", "H", "H", "H", "H", "H", "H", "H", "H", "H", "H", "H", "H", "H", "H", "H", "C", "C", "C", "O", "C", "N", "H", "H", "H", "H", "H", "H", "H", "H", "H", "H", "H", "C", "C", "C", "O", "C", "N", "H", "H", "H", "H", "H", "H", "H", "H", "H", "H", "H", "C", "C", "C", "O", "C", "N", "H", "H", "H", "H", "H", "H", "H", "H", "H", "H", "H", "C", "C", "C", "O", "C", "N", "H", "H", "H", "H", "H", "H", "H", "H", "H", "H", "H", "C", "C", "C", "O", "C", "N", "H", "H", "H", "H", "H", "H", "H", "H", "H", "H", "H", "C", "C", "C", "O", "C", "N", "H", "H", "H", "H", "H", "H", "H", "H", "H", "H", "H", "C", "C", "C", "O", "C", "N", "H", "H", "H", "H", "H", "H", "H", "H", "H", "H", "H", "C", "C", "C", "O", "C", "N", "H", "H", "H", "H", "H", "H", "H", "H", "H", "H", "H", "C", "C", "C", "O", "C", "N", "H", "H", "H", "H", "H", "H", "H", "H", "H", "H", "H"],
  "xyz": [[3.01973, -2.98123, -3.69142], [2.45311, -3.37790, -2.45348], [3.30408, -4.12897, -1.63380], [2.69677, -4.57308, -0.29373], [3.53159, -5.57354, 0.39882], [3.62014, -6.81042, -0.33000], [4.25569, -7.99474, 0.42184], [5.63293, -7.77157, 0.45755], [6.36426, -8.62207, 1.31046], [3.95345, -2.42111, -3.64126], [2.27006, -2.38636, -4.21316], [3.16465, -3.91081, -4.24185], [4.21155, -3.56621, -1.41496], [3.67267, -4.95604, -2.24059], [1.68404, -4.90267, -0.52578], [2.55261, -3.72060, 0.37005], [3.04609, -5.75541, 1.26561], [4.20407, -6.71598, -1.24554], [2.58282, -7.06895, -0.54270], [4.05359, -8.95524, -0.05219], [3.78204, -8.11263, 1.39643], [6.30212, -9.65134, 0.95714], [6.09043, -8.42922, 2.34775], [7.41841, -8.34731, 1.27344], [-3.13486, 4.52468, 6.80862], [-1.90548, 4.87935, 7.53611], [-0.74548, 5.32303, 6.79677], [0.45767, 5.58086, 7.69556], [0.12687, 6.71093, 8.55043], [1.17704, 6.96340, 9.52488], [2.28307, 7.86814, 9.02246], [3.15030, 8.08071, 10.17206], [4.46906, 8.32072, 9.73022], [-3.92162, 4.33173, 7.53793], [-2.98365, 3.65605, 6.16776], [-3.38564, 5.42019, 6.24006], [-0.86848, 6.21535, 6.18299], [-0.51777, 4.48120, 6.14289], [1.39984, 5.67960, 7.15645], [0.55837, 4.68620, 8.31001], [-0.73019, 6.49491, 9.03918], [1.57252, 6.00880, 9.87191], [0.65258, 7.45684, 10.34317], [1.76379, 8.77957, 8.72626], [2.74251, 7.42088, 8.14100], [5.20565, 8.35778, 10.53282], [4.42168, 9.29768, 9.24918], [4.81592, 7.55959, 9.03131], [1.73419, -4.48218, -8.84824], [1.18368, -3.19013, -9.11802], [1.04405, -2.92662, -10.57233], [0.47698, -1.46805, -10.72888], [1.53141, -0.60432, -10.19640], [1.13214, 0.79911, -10.41638], [-0.21837, 1.15239, -9.61106], [-0.10938, 0.92986, -8.22640], [-1.27579, 1.21595, -7.48998], [2.73416, -4.60298, -9.26482], [1.21085, -5.34316, -9.26410], [1.84546, -4.65561, -7.77790], [0.29011, -3.65900, -10.86093], [1.97466, -3.04748, -11.12681], [-0.43659, -1.44762, -10.13466], [0.28225, -1.21964, -11.77218], [1.53794, -0.74379, -9.19609], [1.03128, 1.16269, -11.43901], [1.81606, 1.40137, -9.81835], [-1.05392, 0.57404, -10.00533], [-0.45238, 2.21046, -9.72868], [-0.98923, 1.12597, -6.44219], [-2.02492, 0.46982, -7.75490], [-1.67436, 2.22907, -7.43666], [6.10135, -5.39809, 6.16714], [4.93561, -6.21286, 6.10033], [4.10331, -5.80004, 5.05437], [2.75437, -6.49862, 5.39974], [1.66171, -6.07419, 4.57559], [0.48962, -6.84586, 4.99609], [-0.75209, -6.52604, 4.16465], [-1.17624, -5.17918, 4.35582], [-2.27096, -4.78479, 3.54105], [6.75511, -5.70782, 6.98247], [5.82776, -4.39028, 6.47946], [6.67403, -5.35431, 5.24074], [4.38868, -6.19000, 4.07735], [4.11071, -4.72565, 4.87069], [2.59838, -6.43873, 6.47686], [2.90265, -7.56501, 5.22969], [1.38593, -5.12643, 4.78963], [0.32710, -6.80840, 6.07325], [0.73560, -7.85894, 4.67785], [-1.58761, -7.17554, 4.42575], [-0.51512, -6.71611, 3.11783], [-2.09208, -4.70352, 2.46891], [-2.42492, -3.71954, 3.71322], [-3.14184, -5.38761, 3.79847], [-9.96537, 1.47039, -7.91805], [-8.63561, 0.91818, -7.83776], [-8.41687, 0.06033, -6.73316], [-6.93793, -0.52494, -6.75990], [-6.67647, -1.68850, -7.63645], [-7.03851, -1.37430, -9.01746], [-6.94813, -2.60530, -9.90554], [-5.64634, -3.10740, -9.99393], [-5.51617, -4.13502, -10.99658], [-10.07245, 1.98814, -8.87123], [-10.00197, 2.22493, -7.13228], [-10.72687, 0.69785, -7.81141], [-9.02993, -0.83955, -6.78272], [-8.46928, 0.65633, -5.82204], [-6.72377, -0.91816, -5.76612], [-6.21405, 0.24900, -7.01502], [-5.69160, -1.90505, -7.57954], [-6.47591, -0.48799, -9.31081], [-8.11630, -1.21198, -9.02791], [-7.18527, -2.27829, -10.91792], [-7.57586, -3.42475, -9.55546], [-6.18923, -4.97494, -10.82441], [-4.46587, -4.37571, -11.16100], [-5.72812, -3.77894, -12.00474], [-2.96281, 0.04518, -0.87471], [-2.23952, 0.43149, 0.38774], [-0.92514, 1.23456, 0.17993], [-0.36744, 1.50581, 1.45915], [0.93772, 2.04550, 1.47410], [-3.12337, 1.26595, 1.08248], [-2.86162, 0.80143, -1.65314], [-4.02164, -0.20572, -0.81140], [-2.57056, -0.80240, -1.43671], [-2.02584, -0.46712, 0.96649], [-1.12989, 2.16519, -0.34931], [-0.21738, 0.64628, -0.40414], [1.16896, 2.36100, 2.49150], [1.04055, 2.94547, 0.86782], [1.75991, 1.41116, 1.14288], [-3.29348, 2.08075, 0.51042], [-2.49644, 1.58067, 1.80911], [3.71265, 3.86951, -3.27480], [2.45059, 3.74884, -4.12572], [1.49958, 4.95341, -3.99722], [0.91088, 5.05981, -2.68833], [-0.19172, 5.94193, -2.73924], [2.91248, 3.48823, -5.46458], [4.46576, 3.13079, -3.54904], [3.48827, 3.69624, -2.22231], [4.28336, 4.79782, -3.29970], [1.88484, 2.89802, -3.74606], [0.78965, 4.80402, -4.81070], [2.13882, 5.79859, -4.25245], [-0.50626, 6.13310, -1.71328], [-1.09728, 5.55162, -3.20369], [0.10913, 6.90244, -3.15756], [2.12152, 3.13090, -5.98111], [3.55818, 2.71448, -5.39759], [-0.93442, -0.69263, 6.07009], [0.52167, -1.09602, 5.97056], [1.03750, -1.97060, 7.12797], [1.33316, -1.21971, 8.34894], [1.54503, -2.15570, 9.46970], [0.63879, -1.74352, 4.67736], [-1.56211, -1.58353, 6.05013], [-1.15912, 0.02942, 5.28508], [-1.13786, -0.08698, 6.95322], [1.07763, -0.15866, 5.98907], [1.95204, -2.43849, 6.76356], [0.23552, -2.70327, 7.21799], [2.34736, -2.85281, 9.22798], [0.53675, -2.54817, 9.60173], [1.81044, -1.49537, 10.29531], [-0.26831, -2.08042, 4.38793], [0.79640, -1.04190, 3.96816], [7.29882, 0.79017, 7.00571], [7.06668, 2.23390, 7.48533], [5.74894, 2.86926, 7.12844], [5.70346, 3.17322, 5.69558], [6.11527, 4.45573, 5.35067], [7.19517, 2.25439, 8.98362], [6.62371, 0.51304, 6.19607], [6.87282, 0.15247, 7.78028], [8.32924, 0.57382, 6.72372], [7.85616, 2.86060, 7.07050], [5.63654, 3.83579, 7.61966], [4.85988, 2.36889, 7.51225], [6.99279, 4.78719, 5.90583], [5.32217, 5.18554, 5.51333], [6.24717, 4.42052, 4.26925], [8.18222, 2.25010, 9.19763], [6.93342, 1.33640, 9.31363], [4.48651, 10.61786, 4.81211], [3.05121, 11.22592, 4.78942], [1.98783, 10.17077, 4.54425], [2.22080, 9.62387, 3.23021], [1.46306, 8.44905, 2.82011], [2.84103, 11.91199, 6.06381], [5.20800, 11.41127, 5.00720], [4.65142, 10.31069, 3.77937], [4.74339, 9.85510, 5.54718], [3.00365, 11.94426, 3.97098], [1.03520, 10.66097, 4.74506], [2.01541, 9.36823, 5.28131], [1.83484, 7.96759, 1.91564], [0.48515, 8.84288, 2.54317], [1.43518, 7.59281, 3.49403], [1.88562, 12.20669, 6.20676], [3.34593, 12.78465, 6.12391], [-4.72043, 6.65872, 1.65161], [-5.94983, 5.88757, 1.15068], [-7.21746, 6.71175, 1.10432], [-7.61756, 7.01036, 2.43689], [-8.51692, 8.18421, 2.40883], [-5.62624, 5.33725, -0.15480], [-3.80879, 6.08468, 1.48588], [-4.86669, 6.84947, 2.71477], [-4.57232, 7.61542, 1.15071], [-6.16641, 5.12892, 1.90277], [-7.98431, 6.20485, 0.51857], [-7.01910, 7.61538, 0.52794], [-9.32962, 8.02102, 1.70103], [-7.89138, 9.07279, 2.32377], [-8.87876, 8.30458, 3.42994], [-6.29676, 4.65702, -0.48312], [-5.59446, 6.05689, -0.86276], [-10.29688, -6.46719, -4.98868], [-9.16886, -5.46522, -5.27910], [-8.35439, -5.15179, -3.97238], [-9.19487, -4.44297, -3.09714], [-8.42667, -3.85321, -2.04088], [-8.25967, -5.91380, -6.30887], [-10.92532, -6.11585, -4.17030], [-9.80375, -7.41303, -4.76443], [-10.88814, -6.64649, -5.88666], [-9.64397, -4.52376, -5.55482], [-7.45945, -4.56526, -4.18013], [-7.91729, -6.03249, -3.50183], [-8.68039, -2.79324, -2.05388], [-7.34564, -3.98372, -1.99138], [-8.88111, -4.06507, -1.07305], [-8.77729, -6.09295, -7.15745], [-7.63773, -5.15203, -6.53908], [9.89621, -3.74338, 1.19625], [8.43359, -3.40873, 1.29252], [8.10120, -1.95225, 0.94553], [8.63945, -1.03484, 1.89789], [8.12376, 0.27343, 1.88023], [7.69329, -4.21976, 0.36710], [10.36469, -3.17316, 1.99841], [10.25340, -3.38195, 0.23195], [10.14028, -4.80463, 1.24403], [8.18066, -3.67352, 2.31919], [7.03249, -1.73799, 0.93833], [8.42106, -1.78437, -0.08287], [8.57609, 0.80492, 2.71750], [7.05833, 0.32267, 2.10503], [8.32156, 0.84532, 0.97363], [6.70069, -4.19081, 0.55154], [7.89853, -5.18006, 0.60330], [-2.75704, -6.45923, -6.87069], [-2.68980, -5.10254, -5.98674], [-1.63079, -5.15931, -4.88375], [-1.70184, -6.22457, -3.93548], [-2.72727, -6.17376, -2.99193], [-2.53883, -3.98913, -6.87830], [-1.74779, -6.79644, -7.10694], [-3.28706, -6.31217, -7.81173], [-3.28515, -7.25644, -6.34758], [-3.70346, -4.96831, -5.60915], [-1.60297, -4.19297, -4.38022], [-0.64870, -5.13743, -5.35614], [-2.79233, -6.98543, -2.26733], [-3.68683, -6.11545, -3.50570], [-2.62109, -5.25743, -2.41127], [-1.59882, -3.88501, -7.23273], [-3.15268, -4.19197, -7.65428]],
  "atomic_forces_ev_per_a": [[-0.7, -0.9, 0.2], [-0.7, 1.0, 0.6], [1.3, 0.0, 0.0], [-0.1, 0.2, -0.7], [0.2, 1.2, 0.0], [-0.3, -1.3, 0.0], [-0.4, 0.6, -0.1], [0.7, 0.4, 0.2], [0.3, 0.5, -0.2], [0.1, 0.0, 0.4], [0.0, 0.0, 0.1], [0.4, 0.0, -0.5], [0.2, 0.3, 0.1], [-0.1, -0.6, 0.2], [-0.3, -0.6, 0.0], [0.3, 0.1, 0.0], [0.1, -0.1, 0.3], [-0.2, 0.2, 0.0], [-0.2, -0.7, -0.7], [-0.2, -0.1, -0.6], [0.2, 0.3, 0.6], [-0.3, -0.3, 0.5], [-0.4, -0.6, 0.2], [0.0, 0.2, -0.4], [1.8, 1.2, 0.4], [-0.3, 0.3, 0.4], [-0.1, -1.3, -0.8], [-1.8, -0.6, 0.8], [0.9, 0.3, -0.6], [-0.9, -0.1, 0.3], [-0.9, -0.1, 1.4], [-0.2, -0.8, -1.2], [-0.1, 0.7, -0.2], [0.3, 0.0, 0.1], [0.1, 0.0, -0.1], [-0.4, -0.2, -0.4], [-0.7, 0.2, 0.0], [0.3, 0.0, -0.4], [-0.2, 0.4, -0.3], [0.3, -0.4, 0.2], [-0.1, -0.1, -0.1], [0.4, -0.1, 0.3], [0.5, 0.1, 0.3], [0.5, 0.4, -0.1], [0.6, 0.1, 0.2], [-0.5, 0.0, 0.4], [0.6, 0.1, -0.3], [-0.1, -0.1, -0.2], [0.6, 0.2, -0.3], [0.4, -0.3, -1.1], [-1.4, 0.3, 1.3], [1.6, -2.1, 0.9], [-1.0, 1.1, -1.3], [-1.3, 0.4, 3.5], [0.2, 0.2, -1.1], [0.9, 0.2, 0.0], [0.4, -0.7, 0.9], [0.3, 0.4, -0.1], [-0.8, 0.2, -0.1], [-0.3, 0.4, 0.1], [0.1, -0.1, -0.6], [0.1, 0.0, 0.2], [-0.3, 0.2, -0.1], [0.0, -0.1, 0.0], [0.2, 0.0, 0.2], [0.2, -0.5, 0.0], [0.6, 0.2, -0.7], [-0.3, 0.0, -0.1], [0.0, 0.2, -0.5], [0.0, -0.7, 0.1], [-0.4, 0.2, 0.2], [0.1, 0.4, -1.3], [-0.1, 0.2, 0.8], [1.4, 0.6, -0.1], [-1.4, -1.2, -0.2], [1.4, 0.6, -0.3], [-1.2, 0.2, 0.3], [-0.3, -0.4, -1.5], [-0.1, 0.5, 0.3], [0.4, 0.1, -0.5], [0.4, 0.7, 0.4], [-0.1, -0.6, -0.2], [-0.2, 0.4, -0.4], [-0.1, -0.1, -0.2], [0.5, -0.3, -0.2], [-0.5, 0.4, 0.7], [-0.2, 0.4, 0.3], [0.1, -0.1, -0.2], [0.5, 0.6, -0.1], [-0.2, 0.0, 0.2], [-0.2, -0.4, 0.5], [0.0, -0.3, 0.2], [0.1, 0.1, -0.2], [0.4, -1.1, -0.3], [-0.4, -0.1, 0.8], [-0.2, 0.1, -0.3], [1.3, 0.0, 0.5], [-0.4, -0.2, -0.7], [2.3, -0.5, -0.8], [-0.4, -0.3, -0.1], [-1.3, 0.3, 0.1], [-0.2, -1.4, 0.8], [0.8, 0.6, -0.6], [1.5, -1.0, -0.5], [0.1, 1.1, -0.2], [0.1, -0.2, 0.0], [-0.6, 0.0, 0.2], [-0.1, 0.0, 0.1], [-0.7, 0.2, 0.4], [-0.5, -0.3, 0.3], [0.0, 0.4, 0.3], [-0.1, 0.6, 0.2], [0.1, -0.1, 0.0], [-0.1, 0.0, -0.8], [0.1, 0.7, 0.0], [-0.8, -0.1, -0.2], [-0.6, 0.2, 0.1], [0.3, -0.2, 0.3], [0.0, -0.5, 1.0], [-0.7, 0.6, -0.1], [0.6, -0.7, -2.2], [0.7, -0.5, -1.5], [0.4, -1.3, -0.3], [0.1, -0.2, 0.1], [0.2, 0.8, 0.1], [-0.7, 0.8, 2.1], [-0.2, 0.6, 0.2], [0.0, 0.4, 0.7], [0.5, -0.4, 0.4], [0.1, 0.0, 0.2], [-0.1, 0.2, -0.1], [0.2, -0.1, -0.2], [-0.2, -0.2, 0.1], [-0.4, 0.2, -0.3], [-0.3, -0.7, -0.1], [-0.3, 0.3, -0.1], [-0.6, 0.7, 0.9], [0.2, -0.1, 1.0], [0.5, -0.1, 1.8], [1.2, -0.8, -0.3], [0.1, -0.3, -1.5], [0.0, 0.4, 1.1], [-0.7, 0.3, -0.8], [-0.2, -0.4, -0.1], [-0.1, 0.0, 0.1], [-0.5, 0.4, -0.4], [-0.1, -0.3, 0.3], [-0.7, 0.3, 0.2], [-0.3, 0.6, 0.2], [0.2, 0.0, 0.2], [0.2, -0.3, -0.6], [-0.2, 0.1, -0.3], [-0.1, 0.0, -0.5], [0.2, 0.0, -0.2], [0.0, 1.0, 1.1], [-0.5, 1.2, 0.4], [0.1, 0.9, -0.2], [-0.2, -1.4, -0.9], [-0.9, 2.0, -1.5], [0.8, -0.5, -0.7], [-0.3, 0.1, -0.1], [-0.2, -0.4, -0.5], [-0.1, -0.4, 0.5], [0.4, -0.1, -0.2], [0.1, -0.3, 0.1], [0.1, -0.5, 0.8], [-0.2, -0.3, 0.1], [0.4, -0.8, 0.6], [0.1, -0.3, 0.1], [-0.2, -0.5, 0.3], [0.5, 0.2, 0.0], [-1.5, 0.2, -0.4], [0.6, -0.6, 1.1], [-0.1, 1.7, -1.0], [-0.5, -1.8, 1.2], [-0.5, 0.2, -0.3], [0.3, 0.2, -0.7], [0.3, 0.3, -0.6], [0.7, -0.4, 0.3], [-0.1, -0.1, 0.3], [0.0, 0.2, 0.1], [0.5, 0.1, 0.4], [0.0, -0.7, -0.7], [0.3, 0.0, -0.2], [-0.2, 0.2, 0.3], [0.5, 0.2, 0.1], [0.3, 0.4, 0.1], [-0.5, -0.1, 0.2], [-0.4, 1.0, -0.9], [1.4, -0.4, 0.8], [0.3, -0.6, -0.1], [-0.2, -0.7, 0.1], [-0.2, 1.2, -0.1], [-0.5, -0.1, 0.5], [0.0, 0.3, 0.0], [0.4, -0.5, 0.2], [-0.7, -0.2, -0.1], [0.0, -0.1, -0.4], [-0.6, 0.0, -0.8], [0.4, -0.1, 0.2], [0.7, 0.8, -0.2], [-0.4, -0.5, 0.3], [-0.2, 0.5, 0.8], [-0.4, -0.2, -0.1], [0.5, -0.1, -0.2], [-0.5, 0.0, 0.3], [0.4, 0.3, 0.0], [0.4, 0.4, 0.3], [-1.2, 1.3, -0.9], [1.4, -1.3, 1.5], [0.1, -0.7, -0.2], [-0.1, -0.2, 0.2], [0.3, 0.1, 0.0], [-0.2, 0.1, -0.1], [0.3, -0.6, -0.3], [-0.4, -0.4, 0.3], [0.1, 0.5, 0.1], [0.2, 0.4, -0.1], [-0.2, 0.1, -1.0], [-0.5, -0.4, -0.1], [-0.2, -0.1, 0.1], [0.1, 0.3, 0.0], [1.0, 0.0, -0.4], [-0.1, 0.5, 1.5], [-0.3, -0.2, -1.1], [1.1, -0.1, 0.7], [-1.8, 1.2, 0.7], [0.2, -0.3, -0.1], [0.1, -0.1, -0.1], [-0.2, -0.2, 0.3], [-0.2, 0.2, 0.0], [-0.1, 0.4, 0.1], [0.0, 0.5, -0.6], [-0.4, -0.6, 0.1], [0.6, 0.4, -0.5], [-0.1, -0.4, -0.5], [0.2, -1.0, 0.1], [-0.1, -0.2, -0.1], [0.3, 0.1, 0.0], [0.4, 1.1, -0.5], [-0.3, 0.1, 0.5], [-0.2, 0.5, 0.7], [0.6, -0.4, -0.3], [0.0, 0.1, 0.6], [-0.5, -0.9, -0.5], [0.5, -0.2, -0.1], [0.3, 0.0, 0.0], [-0.3, 0.0, 0.3], [-0.5, 0.5, 0.4], [-0.5, -0.6, 0.0], [0.5, 0.3, -0.1], [0.3, 0.0, -0.1], [-0.4, -0.3, -0.3], [0.1, -0.2, -0.3], [-0.4, 0.4, 0.0], [0.2, -0.4, -0.3], [0.3, 0.7, 1.3], [-0.9, -2.6, -1.2], [-0.3, 0.7, 0.3], [1.0, -0.7, -1.0], [-0.9, 1.4, -0.2], [0.4, 1.0, 0.1], [0.1, 0.0, 0.0], [-0.1, 0.3, 0.1], [0.2, -0.1, 0.1], [0.0, -0.2, 0.6], [-0.5, 0.2, 0.4], [0.2, -0.8, -0.1], [0.7, -0.4, -0.5], [-0.3, -0.1, 0.1], [-0.1, 0.3, 0.3], [0.2, -0.1, -0.2], [0.1, 0.4, -0.3]],
  "mulliken_charge": [-0.7662, -0.2581, -0.3849, -0.6797, 0.0020, -0.6019, -0.6795, -0.2605, -0.7933, 0.3030, 0.2194, 0.3229, 0.2767, 0.2699, 0.3618, 0.3554, 0.0430, 0.2644, 0.3988, 0.4135, 0.3433, 0.3164, 0.3026, 0.2355, -0.6283, -0.3361, -0.6100, -0.6475, -0.3210, -0.6531, -0.2689, -0.3795, -0.5746, 0.2416, 0.2227, 0.2815, 0.3677, 0.3733, 0.3704, 0.3893, 0.2586, 0.2981, 0.3712, 0.2638, 0.2183, 0.2719, 0.2902, 0.1922, -0.8708, -0.2044, -0.8207, -0.3816, -0.3963, -0.8585, -0.6212, -0.2236, -0.8030, 0.3630, 0.3166, 0.2375, 0.4346, 0.3878, 0.2002, 0.4126, 0.3025, 0.3946, 0.3755, 0.4007, 0.4695, 0.2489, 0.3194, 0.3127, -0.7102, -0.3652, -0.2695, -0.8023, 0.0535, -0.6912, -0.6950, -0.2213, -0.8425, 0.2913, 0.2913, 0.2546, 0.0745, 0.4488, 0.3413, 0.3248, 0.0603, 0.4093, 0.4088, 0.4186, 0.3153, 0.3413, 0.2126, 0.3478, -0.7434, -0.3008, -0.7066, -0.7400, -0.2138, -0.3904, -0.7141, -0.1805, -0.9296, 0.2361, 0.2972, 0.3059, 0.3894, 0.4835, 0.4425, 0.3557, 0.1434, 0.3917, 0.2441, 0.3758, 0.2749, 0.3478, 0.2664, 0.3665, -1.6899, 0.5748, -0.6572, -0.1752, -0.8576, -0.7695, 0.3363, 0.4005, 0.4037, 0.2876, 0.2765, 0.3776, 0.2615, 0.3335, 0.3007, 0.2591, 0.3317, -1.3787, 0.6186, -0.7181, -0.2051, -0.8184, -0.7514, 0.4017, 0.2990, 0.3007, 0.2289, 0.3038, 0.3133, 0.2460, 0.3162, 0.3421, 0.2283, 0.2747, -1.5133, 0.5222, -0.7035, -0.3534, -0.6989, -0.4929, 0.3623, 0.3481, 0.4020, 0.3540, 0.3188, 0.2513, 0.2690, 0.3184, 0.2366, 0.1225, 0.2697, -1.2524, 0.7261, -0.8354, -0.3046, -0.7059, -0.7727, 0.2990, 0.3681, 0.2895, 0.2348, 0.3001, 0.3104, 0.3436, 0.2085, 0.2438, 0.2809, 0.2663, -1.2632, 0.4932, -0.3710, -0.3441, -0.6790, -0.6642, 0.3741, 0.3434, 0.2264, 0.1674, 0.3215, 0.1575, 0.2575, 0.2968, 0.2398, 0.2137, 0.2407, -1.3942, 0.4195, -0.6696, -0.3366, -0.7396, -0.6709, 0.3463, 0.3378, 0.3153, 0.3090, 0.3627, 0.3413, 0.2981, 0.3166, 0.2646, 0.2676, 0.2362, -1.3838, 0.6324, -0.5569, -0.3615, -0.8016, -0.7279, 0.3074, 0.3535, 0.3870, 0.1116, 0.3459, 0.2774, 0.2729, 0.3291, 0.2975, 0.2738, 0.2404, -1.4877, 0.7466, -0.5813, -0.3077, -0.7728, -0.7327, 0.3290, 0.3165, 0.4262, 0.1275, 0.3297, 0.3036, 0.2632, 0.3106, 0.3037, 0.1828, 0.2295, -1.3607, 0.6801, -0.6785, -0.3684, -0.6177, -0.5290, 0.2965, 0.4273, 0.3104, 0.0947, 0.3892, 0.2849, 0.2850, 0.2155, 0.2748, 0.1654, 0.1324],
  "lumo_ha": 0.00439,
  "total_charge": 0,
  "de_lowest_kcal_mol": 126.8,
  "multiplicity": 1,
  "max_force_ev_per_a": 3.74
}